This record from OMol25 describes a cluster of 2 separate species, C9H15NO2S in total. The level of theory is the ωB97M-V functional and the def2-TZVPD basis.

- calculated total energy (hartree) = -955.207598
- orbital gap (eV) = 9.11
- F_max (eV/Å) = 5.46
- 2S+1 = 1
- ΔE to the lowest compared entry with this formula, charge and spin (kcal/mol) = 93.04

Structure (XYZ):
```
28
C9H15NO2S the ωB97M-V functional and the def2-TZVPD basis
C -1.641 -0.522 2.660
C -0.870 2.402 0.405
C 0.425 2.056 0.432
C 1.100 2.284 -1.996
C 1.304 1.861 -0.721
C 1.128 2.213 1.774
C 0.757 -2.782 -1.252
C -1.685 -2.091 -1.158
C -0.392 -2.422 -0.382
N -1.126 -0.883 1.644
O -2.264 -0.471 3.627
O 1.283 -1.110 0.997
S 0.087 -0.765 0.364
H -1.411 2.649 1.347
H -1.508 2.376 -0.461
H 1.676 2.177 -2.925
H 0.219 2.850 -2.175
H 2.416 1.601 -0.535
H 1.580 3.098 1.905
H 0.441 2.166 2.571
H 1.919 1.344 1.815
H 0.604 -2.235 -2.179
H 1.699 -2.623 -0.854
H 0.684 -3.866 -1.292
H -2.256 -1.650 -0.423
H -2.082 -3.083 -1.627
H -1.402 -1.344 -1.944
H -0.685 -3.227 0.378
```

What are the Löwdin partial charges on each atom? They are as follows, in elementary charge units: -0.40 0.03 -0.46 0.03 -0.19 -0.06 -0.12 -0.12 -0.54 -0.03 0.16 -0.43 0.94 0.08 0.06 0.06 0.04 0.14 0.03 0.06 0.12 0.09 0.04 0.09 0.01 0.12 0.08 0.15